Record 1
The following is a DFT calculation (the ωB97M-V functional and the def2-TZVPD basis) of a single C3H5BrSi molecule at a distorted geometry.

CARTESIAN COORDINATES (ANGSTROEM)
Si1 1.62720 -0.56551 -1.57559
C1 0.42249 0.08931 -0.35896
C2 -0.41362 0.30225 0.49483
C3 -1.31168 0.64843 1.70345
Br1 -3.20156 0.39499 0.98799
H1 2.26491 0.37708 -2.63528
H2 0.57632 -1.54499 -2.28724
H3 2.58008 -1.35004 -0.93984
H4 -1.26308 -0.03879 2.54280
H5 -1.28104 1.68727 2.06783

Values from the calculation:
ΔE to the lowest compared entry with this formula, charge and spin, kcal/mol: 44.6
Net charge: 0
HOMO-LUMO gap, eV: 10.354
Lowest unoccupied orbital energy, eV: 0.44
SMILES: [SiH3]C#CCBr
Molecular weight, g/mol: 149.063

---

Record 2
The following is a DFT calculation (the ωB97M-V functional and the def2-TZVPD basis) of 2 unconnected molecules or ions with the total composition C21H30F2N4O4 at a distorted geometry.

CARTESIAN COORDINATES (ANGSTROEM)
C1 -2.78345 2.03911 -5.16859
N1 -1.62595 2.88054 -5.47091
C2 -0.34287 2.50976 -5.51676
O1 0.51438 3.35871 -5.72371
C3 0.05780 1.05329 -5.22604
C4 0.46446 0.92576 -3.75118
C5 0.51830 -0.44261 -3.14190
C6 0.16390 -1.61407 -3.72181
N2 0.29374 -2.64290 -2.81131
C7 0.72475 -2.18363 -1.58732
C8 0.98011 -2.81854 -0.36521
C9 1.43452 -2.04955 0.71850
C10 1.62033 -0.66306 0.56951
C11 1.35024 -0.03457 -0.66163
C12 0.89639 -0.77973 -1.77237
N3 1.15985 0.60829 -6.08846
C13 1.10586 -0.41957 -6.93159
C14 2.36006 -0.70369 -7.72199
O2 0.11186 -1.11927 -7.08222
H1 -3.68214 2.65539 -5.11328
H2 -2.64538 1.53510 -4.20967
H3 -2.91720 1.29191 -5.95345
H4 -1.78708 3.85848 -5.66022
H5 -0.81151 0.42175 -5.39918
H6 -0.25252 1.49293 -3.15576
H7 1.43607 1.40266 -3.61164
H8 -0.19156 -1.72898 -4.73826
H9 0.08117 -3.60580 -3.02713
H10 0.84118 -3.88374 -0.26298
H11 1.65283 -2.52546 1.66386
H12 1.98000 -0.07939 1.40660
H13 1.49561 1.03038 -0.76546
H14 2.00426 1.15729 -6.06195
H15 3.17881 -0.90267 -7.03343
H16 2.19191 -1.57515 -8.35252
H17 2.59667 0.15804 -8.34281
C15 -0.53614 -0.21271 3.55266
C16 0.06430 -0.55700 4.93479
C17 -0.67768 -1.78795 5.50347
C18 -0.04611 0.65673 5.90075
C19 -1.48297 1.12770 6.24491
N4 -1.57414 2.55287 5.83315
C20 -1.84754 0.86942 7.73973
O3 -2.50064 1.71659 8.33134
O4 -1.48831 -0.30560 8.31362
C21 1.57719 -0.89388 4.80084
F1 1.77908 -2.07066 4.15023
F2 2.24149 0.08151 4.12188
H18 -0.09221 0.70348 3.15118
H19 -0.34693 -1.02275 2.84166
H20 -1.61797 -0.06934 3.61175
H21 -0.26830 -2.06194 6.48080
H22 -1.74700 -1.59692 5.62178
H23 -0.57263 -2.64953 4.83647
H24 0.48237 0.41793 6.82948
H25 0.50304 1.49439 5.45613
H26 -2.21734 0.56243 5.66714
H27 -1.63636 2.65139 4.82019
H28 -2.35714 3.01577 6.30330
H29 -1.82196 -0.24910 9.22233
H30 2.00846 -0.97984 5.80269

Values from the calculation:
Net charge: 0
HOMO-LUMO gap, eV: 8.409
Lowest unoccupied orbital energy, eV: 0.55
SMILES: CNC(=O)[C@H](Cc1c[nH]c2ccccc12)NC(C)=O.CC(C)(C[C@H](N)C(=O)O)C(F)F
Molecular weight, g/mol: 440.491

---

Record 3
The following is a DFT calculation (the ωB97M-V functional and the def2-TZVPD basis) of 11 unconnected molecules or ions with the total composition C61H110N9O17 at a distorted geometry.

CARTESIAN COORDINATES (ANGSTROEM)
C1 -1.73885 3.54277 1.76810
N1 -3.15619 3.75052 2.05072
C2 -3.70955 2.48990 2.58774
C3 -3.33764 4.88015 2.97833
C4 -3.80339 4.04024 0.73551
C5 -3.93868 2.96736 -0.27279
O1 -5.14658 2.20960 -0.25769
H1 -1.32861 4.47686 1.33477
H2 -1.46112 2.76648 1.05741
H3 -1.15847 3.29536 2.66334
H4 -3.11319 2.13497 3.40984
H5 -3.68422 1.67818 1.87278
H6 -4.75010 2.65050 2.86249
H7 -3.12975 5.81887 2.46322
H8 -2.69251 4.72200 3.83738
H9 -4.36613 4.94602 3.34946
H10 -3.29276 4.88524 0.27830
H11 -4.80357 4.36715 0.99739
H12 -3.04947 2.34110 -0.21673
H13 -3.77945 3.51819 -1.18474
H14 -5.85479 2.83367 -0.06145
C6 2.19615 5.18918 0.26538
N2 3.40625 4.88553 -0.60581
C7 3.94410 6.15923 -1.08678
C8 4.43485 4.17380 0.14785
C9 3.01393 4.07055 -1.72792
C10 2.07070 4.71969 -2.77769
O2 2.86118 5.53552 -3.60530
H15 2.52857 5.89941 1.01299
H16 1.95927 4.22694 0.79827
H17 1.40220 5.51996 -0.37813
H18 3.24637 6.79423 -1.64101
H19 4.73291 5.93021 -1.77957
H20 4.40369 6.68338 -0.23493
H21 5.33931 4.12771 -0.40923
H22 4.06934 3.17404 0.41214
H23 4.63947 4.63962 1.12172
H24 2.59621 3.17155 -1.29794
H25 3.94881 3.80912 -2.21935
H26 1.13760 5.13162 -2.37542
H27 1.67324 3.87440 -3.38201
H28 2.33534 6.01657 -4.27786
C11 -1.59526 0.46552 -1.58866
N3 -0.17906 0.05716 -1.34945
C12 -0.12699 -1.22773 -0.64078
C13 0.45141 -0.11927 -2.70213
C14 0.48130 1.20945 -0.53154
C15 0.56951 0.96416 0.90324
O3 -0.61542 0.74038 1.54979
H29 -1.58751 1.42173 -2.08270
H30 -2.06098 0.59262 -0.62172
H31 -2.03407 -0.35537 -2.18940
H32 -0.69051 -1.97994 -1.26858
H33 -0.61084 -1.10996 0.30292
H34 0.90883 -1.60948 -0.58341
H35 0.29405 -1.12866 -3.08028
H36 1.52197 -0.11560 -2.46532
H37 0.09723 0.62994 -3.42792
H38 -0.05977 2.12360 -0.77190
H39 1.49263 1.31095 -0.83592
H40 1.08863 1.87403 1.25987
H41 1.28967 0.14753 1.13508
H42 -0.40756 1.13152 2.46707
C16 7.98565 -0.76344 -7.14241
N4 6.81855 -1.32481 -6.36855
C17 6.61322 -1.15762 -5.06590
C18 5.48896 -1.66580 -4.47545
C19 4.58441 -2.45817 -5.17065
C20 4.86756 -2.72958 -6.54933
C21 5.97434 -2.06077 -7.06358
C22 3.45631 -3.10318 -4.49037
C23 3.49181 -3.30386 -3.09890
C24 2.56804 -4.12594 -2.48763
N5 1.55712 -4.61739 -3.22232
C25 1.41455 -4.29450 -4.49862
C26 2.36471 -3.59676 -5.13785
C27 0.56009 -5.53735 -2.53058
H43 7.88105 0.28737 -7.29242
H44 8.19299 -1.34071 -8.01116
H45 8.84635 -0.92563 -6.51879
H46 7.33433 -0.58970 -4.47028
H47 5.25942 -1.39460 -3.48382
H48 4.30470 -3.49229 -7.09033
H49 6.30335 -2.20417 -8.07290
H50 4.17634 -2.79738 -2.44848
H51 2.49253 -4.34255 -1.40910
H52 0.50315 -4.59165 -4.97100
H53 2.11733 -3.34467 -6.15054
H54 0.60581 -5.34607 -1.45844
H55 0.90346 -6.55980 -2.72950
H56 -0.37833 -5.34057 -3.06104
C28 0.07858 2.57880 -6.62499
N6 -1.26101 2.08314 -6.22038
C29 -2.19456 3.00774 -6.09722
C30 -3.44500 2.69497 -5.61802
C31 -3.78466 1.38599 -5.28831
C32 -2.76919 0.39529 -5.47464
C33 -1.53123 0.80059 -5.97602
C34 -5.06126 0.91532 -4.70346
C35 -5.00115 -0.13580 -3.78562
C36 -6.19022 -0.70728 -3.41017
N7 -7.37087 -0.32320 -3.93097
C37 -7.46174 0.68257 -4.84332
C38 -6.28051 1.31916 -5.18124
C39 -8.52027 -1.19629 -3.49489
H57 0.02980 3.65748 -6.79568
H58 0.42137 2.07893 -7.54014
H59 0.73578 2.51095 -5.75337
H60 -1.93996 4.02894 -6.33460
H61 -4.16628 3.49868 -5.45726
H62 -2.87011 -0.65058 -5.35332
H63 -0.69011 0.10440 -6.11374
H64 -4.08957 -0.50503 -3.35508
H65 -6.22743 -1.45700 -2.63228
H66 -8.44770 0.79847 -5.29747
H67 -6.41483 2.03767 -5.99815
H68 -9.44330 -0.71202 -3.71336
H69 -8.43958 -1.43019 -2.43822
H70 -8.35635 -2.10196 -4.07775
C40 -6.03526 -3.53494 4.07702
C41 -4.67189 -3.51213 3.42946
C42 -4.13348 -2.04810 3.14204
C43 -2.62094 -2.05184 2.85513
C44 -1.85654 -2.57343 4.07184
C45 -2.20129 -4.03500 4.45016
N8 -3.63435 -4.19418 4.19625
O4 -4.15991 -5.13115 4.97892
C46 -1.84997 -4.48749 5.84885
C47 -1.61658 -5.03889 3.44763
C48 -4.67942 -4.29722 2.07242
H71 -6.71555 -2.80028 3.63776
H72 -5.98404 -3.35408 5.14381
H73 -6.50509 -4.49866 3.95084
H74 -4.43059 -1.40752 3.96986
H75 -4.67599 -1.74027 2.19859
H76 -2.37000 -1.03702 2.50781
H77 -2.42438 -2.71505 2.01834
H78 -1.96208 -1.91879 4.94326
H79 -0.77759 -2.56792 3.84579
H80 -0.84952 -4.23393 6.22008
H81 -1.86508 -5.58822 5.94975
H82 -2.52075 -4.17863 6.66606
H83 -2.16080 -5.98745 3.54513
H84 -0.55550 -5.26639 3.61184
H85 -1.70591 -4.79424 2.37168
H86 -4.83471 -5.33983 2.35304
H87 -3.69649 -4.29300 1.61179
H88 -5.37598 -4.03876 1.30107
C49 2.70196 -2.36911 4.27948
C50 2.97853 -1.40019 5.38821
C51 1.86300 -1.34789 6.44282
C52 2.30381 -0.66905 7.71166
C53 3.57282 -1.24763 8.32434
C54 4.81004 -1.25876 7.34469
N9 4.36147 -1.62466 6.03100
O5 5.24894 -2.21746 5.24458
C55 5.95460 -2.19951 7.76778
C56 5.35052 0.18917 7.15868
C57 3.25061 -0.05537 4.74235
H89 2.58773 -3.41246 4.65547
H90 3.40323 -2.27909 3.43733
H91 1.74787 -2.09875 3.84501
H92 1.57743 -2.39314 6.62410
H93 1.01447 -0.80506 5.98503
H94 1.53828 -0.47750 8.48964
H95 2.56561 0.34762 7.49410
H96 3.46345 -2.28977 8.70173
H97 3.77002 -0.53392 9.11229
H98 6.83573 -1.95216 7.23761
H99 5.69778 -3.23504 7.68061
H100 6.15096 -1.99988 8.78255
H101 5.86461 0.57654 8.02920
H102 4.62935 0.94320 6.88984
H103 6.15314 0.25384 6.42973
H104 4.06431 -0.19872 3.99496
H105 3.54371 0.68592 5.46601
H106 2.45793 0.38708 4.13816
O6 0.09488 2.22275 6.00682
C58 -0.69774 1.78460 4.87583
O7 -1.98970 1.67208 4.92191
O8 0.18500 1.54718 4.01208
H107 -0.42574 2.12780 6.83889
O9 -2.34009 -4.67957 -3.54504
C59 -2.09927 -3.29123 -3.29744
O10 -2.94502 -2.53727 -2.72521
O11 -0.94015 -2.99476 -3.75258
H108 -3.18619 -5.09959 -3.23953
O12 -1.32357 4.98083 -3.82565
C60 -1.06170 3.79652 -3.04466
O13 -0.59288 2.83254 -3.63596
O14 -1.34605 3.91503 -1.80026
H109 -1.69951 5.65309 -3.27955
O15 4.14946 1.06652 -0.61162
C61 3.65909 -0.03673 -1.23542
O16 3.82027 -0.09696 -2.47317
O17 2.98711 -0.76295 -0.48467
H110 4.69144 1.53811 -1.26133

Values from the calculation:
Net charge: +5
HOMO-LUMO gap, eV: 5.589
Lowest unoccupied orbital energy, eV: -11.60
Molecular weight, g/mol: 1241.597

---

Record 4
The following is a DFT calculation (the ωB97M-V functional and the def2-TZVPD basis) of a molecular structure, C12H26N2P2Sm at a distorted geometry.

CARTESIAN COORDINATES (ANGSTROEM)
Sm1 -0.42706 -1.05149 -0.83964
H1 -0.70489 -0.72063 -3.10194
H2 0.01377 -1.03423 -3.09050
P1 -2.86248 0.01451 0.08159
P2 1.96429 -2.08554 0.23838
C1 3.42179 -1.03946 0.59083
H3 4.33756 -1.61600 0.78606
H4 3.59803 -0.38601 -0.27664
H5 3.19075 -0.42269 1.47222
C2 1.88163 -3.36220 1.55111
H6 1.07792 -4.07349 1.30619
H7 2.82214 -3.91609 1.69159
H8 1.63084 -2.85519 2.49560
C3 2.40626 -3.01490 -1.30705
H9 2.58773 -2.29079 -2.11662
H10 3.30920 -3.62606 -1.17605
H11 1.56925 -3.67692 -1.57980
C4 -3.77424 -0.75194 1.47147
H12 -4.83336 -0.45756 1.52640
H13 -3.70608 -1.84667 1.36877
H14 -3.27365 -0.45002 2.40468
C5 -3.09413 1.82335 0.19346
H15 -2.69142 2.28982 -0.71786
H16 -4.14572 2.11578 0.31184
H17 -2.52112 2.17507 1.06401
C6 -3.80468 -0.51265 -1.42887
H18 -3.68529 -1.60180 -1.55388
H19 -4.87582 -0.28257 -1.34409
H20 -3.39903 0.01351 -2.30837
H21 -1.14632 -2.62097 -0.03416
H22 -0.59383 -1.04627 1.06889
N1 2.71750 6.08983 0.90668
C7 2.23488 5.06041 0.62208
C8 1.64276 3.77848 0.28514
C9 1.05686 3.51056 -0.95850
C10 0.53939 2.26931 -1.28362
N2 0.55384 1.26202 -0.34610
C11 1.10081 1.52755 0.86427
C12 1.67194 2.76186 1.22838
H23 0.98255 4.32794 -1.67135
H24 0.08242 2.08664 -2.26326
H25 1.07085 0.73377 1.62945
H26 2.07418 2.90175 2.23925

Values from the calculation:
2S+1: 6
Net charge: +1
HOMO-LUMO gap (alpha / beta), eV: 6.807 / 6.715
Lowest unoccupied orbital energy (alpha / beta), eV: -3.80 / -3.78
Molecular weight, g/mol: 410.662

---

Record 5
The following is a DFT calculation (the ωB97M-V functional and the def2-TZVPD basis) of 2 unconnected molecules or ions with the total composition C9H19O2 at a distorted geometry.

CARTESIAN COORDINATES (ANGSTROEM)
C1 4.83361 -0.78250 1.01321
C2 3.78910 -0.20146 0.01512
C3 2.69008 0.71409 0.62444
C4 1.26780 0.18941 0.41552
C5 2.79941 2.18102 0.15043
H1 5.24826 0.09799 1.54680
H2 4.23988 -1.30935 1.78991
H3 3.32703 -1.05373 -0.49643
H4 4.36720 0.36262 -0.72407
H5 2.88081 0.72088 1.69779
H6 0.53294 0.98258 0.53658
H7 1.12426 -0.22433 -0.58735
H8 1.01329 -0.59754 1.12940
H9 2.75096 2.87886 0.99086
H10 3.74653 2.36174 -0.35682
H11 1.98115 2.45676 -0.52066
O1 -1.62171 1.55616 -0.45149
C6 -2.49293 0.73728 -0.48052
O2 -2.44442 -0.28989 0.39638
C7 -3.50468 -1.22805 0.56049
C8 -3.40305 -2.37596 -0.42286
C9 -3.59178 0.77090 -1.52108
H12 -4.47545 -0.73058 0.51249
H13 -3.39004 -1.59898 1.57811
H14 -3.50450 -2.03233 -1.45259
H15 -4.18308 -3.11352 -0.22819
H16 -2.43130 -2.85998 -0.33026
H17 -3.24545 0.24057 -2.40761
H18 -3.77008 1.80986 -1.78466
H19 -4.53383 0.33745 -1.19297

Values from the calculation:
ΔE to the lowest compared entry with this formula, charge and spin, kcal/mol: 0.0
Net charge: -1
HOMO-LUMO gap, eV: 2.931
Lowest unoccupied orbital energy, eV: 2.36
Molecular weight, g/mol: 159.249

---

Record 6
The following is a DFT calculation (the ωB97M-V functional and the def2-TZVPD basis) of 2 unconnected molecules or ions with the total composition C11H22NO2 at a distorted geometry.

CARTESIAN COORDINATES (ANGSTROEM)
C1 2.18720 -0.89804 0.22866
C2 -1.05515 1.64379 0.60112
C3 3.49759 -1.55991 0.71526
C4 -0.34162 1.55672 1.90598
C5 2.93458 1.52432 0.44367
C6 1.44460 0.96306 -1.37153
C7 -2.23859 0.61260 -1.30750
C8 -2.32264 -1.29021 1.30338
C9 -1.40648 -1.77187 -0.87795
C10 2.29979 0.54315 -0.22269
C11 -1.50386 0.57926 -0.11164
N1 -1.27878 -0.87576 0.27041
O1 1.13475 -1.55375 0.18831
O2 -1.17456 2.91583 0.16690
H1 4.36226 -1.18816 0.18704
H2 3.68148 -1.38598 1.81488
H3 3.11664 -2.58957 0.65499
H4 0.36385 2.47781 2.10810
H5 0.13116 0.58308 1.95197
H6 -0.95931 1.69163 2.82334
H7 3.02838 2.49622 -0.19966
H8 3.63424 1.29267 1.21824
H9 -1.80126 2.91791 -0.62131
H10 1.70857 1.96457 -1.66404
H11 0.32802 0.78962 -1.27480
H12 1.89963 0.51244 -2.23407
H13 -3.27166 0.18384 -1.38336
H14 -1.84000 0.01266 -2.23706
H15 -2.31742 1.61925 -1.69874
H16 -2.38168 -0.71167 2.21068
H17 -3.30000 -1.20554 0.84250
H18 -1.84838 -2.24282 1.73962
H19 -0.93393 -2.75115 -0.58717
H20 -2.46865 -1.91875 -1.16241
H21 -0.79394 -1.34461 -1.64989
H22 -0.35415 -0.89161 0.60305

Values from the calculation:
ΔE to the lowest compared entry with this formula, charge and spin, kcal/mol: 27.6
Net charge: +1
HOMO-LUMO gap, eV: 9.199
Lowest unoccupied orbital energy, eV: -3.15
Molecular weight, g/mol: 200.302

---

Record 7
The following is a DFT calculation (the ωB97M-V functional and the def2-TZVPD basis) of a single C4H9PS molecule at a distorted geometry.

CARTESIAN COORDINATES (ANGSTROEM)
H1 -2.83978 1.58996 -0.14141
P1 -3.29247 0.25145 0.13524
C1 -1.73749 -0.28153 0.07969
C2 -1.54210 -1.72272 -0.21557
S1 -0.31271 1.17485 0.01628
C3 1.27644 0.22033 0.06989
C4 2.40144 1.19745 0.31764
H2 -0.50808 -1.93988 -0.02026
H3 -2.26823 -2.22772 0.38110
H4 -1.75674 -1.77558 -1.30863
H5 1.02650 -0.64781 0.66871
H6 1.43960 -0.17033 -0.90422
H7 3.36188 0.61519 0.30631
H8 2.52058 1.83351 -0.50409
H9 2.23117 1.88282 1.11935

Values from the calculation:
ΔE to the lowest compared entry with this formula, charge and spin, kcal/mol: 60.3
Net charge: 0
HOMO-LUMO gap, eV: 8.546
Lowest unoccupied orbital energy, eV: 0.33
SMILES: [H]/P=C(/C)SCC
Molecular weight, g/mol: 120.157

---

Q: Look up the net charge of the sixth one.
A: +1

---

Q: What is the molecular weight in the first record?
A: 149.063 g/mol

---

Please write out number 1 again, unchanged.
The following is a DFT calculation (the ωB97M-V functional and the def2-TZVPD basis) of a single C3H5BrSi molecule at a distorted geometry.

CARTESIAN COORDINATES (ANGSTROEM)
Si1 1.62720 -0.56551 -1.57559
C1 0.42249 0.08931 -0.35896
C2 -0.41362 0.30225 0.49483
C3 -1.31168 0.64843 1.70345
Br1 -3.20156 0.39499 0.98799
H1 2.26491 0.37708 -2.63528
H2 0.57632 -1.54499 -2.28724
H3 2.58008 -1.35004 -0.93984
H4 -1.26308 -0.03879 2.54280
H5 -1.28104 1.68727 2.06783

Values from the calculation:
ΔE to the lowest compared entry with this formula, charge and spin, kcal/mol: 44.6
Net charge: 0
HOMO-LUMO gap, eV: 10.354
Lowest unoccupied orbital energy, eV: 0.44
SMILES: [SiH3]C#CCBr
Molecular weight, g/mol: 149.063

---

Q: What is the formula in the sixth record?
A: C11H22NO2